Model w:
DFT (ωB97M-V/def2-TZVPD) results for the ion C4H9N2O with charge +1.

CARTESIAN COORDINATES (ANGSTROEM)
C1 2.073 0.496 0.849
N1 0.632 0.436 0.445
C2 0.157 -0.911 0.583
C3 -1.043 -1.270 -0.278
N2 -1.401 -0.465 -1.160
C4 -1.417 0.683 -1.667
O1 -2.258 1.572 -1.332
H1 2.078 -0.249 1.583
H2 2.671 0.193 -0.023
H3 2.333 1.364 1.342
H4 0.248 1.128 1.118
H5 0.045 -1.369 1.646
H6 0.903 -1.646 0.175
H7 -1.455 -2.244 -0.182
H8 -0.906 0.628 -2.677
H9 -2.659 1.654 -0.423

Its charge is +1. The gap between HOMO and LUMO comes out at 9.681 eV. As for the SMILES: CNCC=[N+]=CO.

***

Model x:
DFT (ωB97M-V/def2-TZVPD) results for the ion C4H9N2O with charge +1.

CARTESIAN COORDINATES (ANGSTROEM)
C1 -1.950 -0.726 -0.476
C2 -0.950 1.216 0.311
C3 0.231 0.291 0.554
C4 2.365 -0.319 -0.374
N1 -2.041 0.582 -0.431
N2 -0.935 -1.295 0.112
O1 1.135 0.502 -0.373
H1 -2.678 -1.235 -1.027
H2 -1.427 1.444 1.337
H3 -0.587 2.176 -0.186
H4 0.552 -0.024 1.505
H5 2.136 -1.362 0.031
H6 3.092 0.094 0.458
H7 2.853 -0.215 -1.314
H8 -2.637 1.107 -0.994
H9 -0.379 -2.110 -0.184

Its charge is +1. The gap between HOMO and LUMO comes out at 11.093 eV.

***

Ranked by calculated energy, most stable first: model x, model w.

***

Model w:
DFT (ωB97M-V/def2-TZVPD) results for a cluster of 2 separate species, C4H9N2O in total.

CARTESIAN COORDINATES (ANGSTROEM)
O1 2.827 3.703 4.609
C1 2.915 3.697 6.030
H1 3.336 4.472 4.279
H2 2.336 2.825 6.378
H3 2.483 4.607 6.478
H4 3.955 3.592 6.382
C2 -2.602 -1.305 -0.176
C3 -2.237 -0.219 0.575
C4 -0.438 -1.497 0.299
N1 -1.472 -2.069 -0.326
N2 -0.900 -0.370 0.849
H5 -3.563 -1.586 -0.607
H6 -2.817 0.634 0.929
H7 0.583 -1.876 0.350
H8 -1.413 -2.963 -0.847
H9 -0.320 0.287 1.401

Its charge is +1. The gap between HOMO and LUMO comes out at 8.830 eV.

***

Model x:
DFT (ωB97M-V/def2-TZVPD) results for a cluster of 2 separate species, C4H9N2O in total.

CARTESIAN COORDINATES (ANGSTROEM)
C1 -1.076 1.803 -0.156
C2 0.121 0.912 -0.046
C3 1.356 1.206 -0.534
N1 2.148 0.096 -0.303
C4 1.435 -0.834 0.322
N2 0.191 -0.368 0.450
H1 -1.886 1.257 -0.636
H2 -0.779 2.614 -0.808
H3 -1.386 2.177 0.817
H4 1.666 1.975 -1.209
H5 3.129 0.029 -0.526
H6 1.917 -1.567 0.944
H7 -0.617 -0.978 0.569
H8 -2.826 -2.607 0.318
H9 -1.506 -3.295 0.324
O1 -1.887 -2.420 0.474

Its charge is +1. The gap between HOMO and LUMO comes out at 10.719 eV.

***

Model y:
DFT (ωB97M-V/def2-TZVPD) results for the ion C4H9N2O with charge +1.

CARTESIAN COORDINATES (ANGSTROEM)
C1 -0.865 1.641 -0.251
C2 0.112 0.979 0.786
N1 0.872 -0.191 0.338
C3 0.077 -1.283 0.163
N2 0.148 -2.311 -0.604
C4 2.327 0.013 0.033
O1 2.957 0.966 0.307
H1 -1.435 0.837 -0.652
H2 -0.230 2.234 -0.934
H3 -1.377 2.298 0.307
H4 0.867 1.738 1.057
H5 -0.296 0.520 1.710
H6 -0.813 -1.431 0.900
H7 -0.615 -3.069 -0.684
H8 0.869 -2.409 -1.427
H9 2.769 -0.826 -0.555

Its charge is +1. The gap between HOMO and LUMO comes out at 10.304 eV. As for the SMILES: CCN(C=[NH2+])C=O.

***

Ranked by calculated energy, most stable first: model x, model w, model y.